[1]
{"formula": "C4H10N2O", "method": "wB97M-V/def2-TZVPD", "elements": ["C", "C", "N", "C", "N", "H", "H", "H", "H", "H", "H", "C", "O", "H", "H", "H", "H"], "positions_angstrom": [[-1.646, -0.337, 2.193], [-0.692, -0.045, 1.060], [0.656, -0.084, 1.411], [-1.308, 0.826, -0.138], [-1.031, -0.407, -0.313], [-1.478, -1.350, 2.560], [-2.676, -0.233, 1.856], [-1.468, 0.361, 3.010], [0.967, 0.665, 2.013], [1.286, -0.281, 0.634], [-1.539, 1.589, -0.861], [1.660, 0.108, -2.467], [1.542, -0.792, -1.387], [2.680, 0.494, -2.452], [1.479, -0.383, -3.427], [0.954, 0.951, -2.373], [0.615, -1.081, -1.320]], "gap_ev": 9.7, "smiles": "C[C@]1(N)C=N1.CO", "largest_force_ev_per_a": 3.030, "homo_energy_ev": -8.6, "e_tot_ha": -343.06411, "e_lumo_ev": 1.033}

=====

[2]
{"formula": "C4H10N2O", "method": "wB97M-V/def2-TZVPD", "elements": ["C", "C", "C", "O", "C", "N", "N", "H", "H", "H", "H", "H", "H", "H", "H", "H", "H"], "positions_angstrom": [[-0.184, 1.833, -0.075], [0.257, 0.395, 0.057], [1.671, 0.017, -0.365], [2.095, -0.770, 0.751], [-0.686, -0.622, -0.007], [-2.038, -0.380, 0.061], [-0.299, -1.935, -0.005], [-0.682, 2.032, -1.031], [0.682, 2.494, -0.024], [-0.871, 2.122, 0.725], [1.744, -0.590, -1.277], [2.284, 0.924, -0.457], [1.307, -0.246, 1.363], [-2.659, -1.155, -0.112], [-2.341, 0.541, -0.211], [0.683, -2.044, 0.279], [-0.964, -2.615, 0.327]], "gap_ev": 8.3, "smiles": "CC(CO)=C(N)N", "largest_force_ev_per_a": 3.888, "homo_energy_ev": -7.5, "e_tot_ha": -343.11200, "e_lumo_ev": 0.808}

=====

[3]
{"formula": "C4H10N2O", "method": "wB97M-V/def2-TZVPD", "elements": ["C", "C", "C", "C", "H", "H", "H", "H", "H", "H", "H", "H", "H", "H", "N", "N", "O"], "positions_angstrom": [[0.055, 1.419, -0.188], [-0.702, 0.102, -0.059], [0.108, -0.486, 1.085], [0.083, -1.002, -0.885], [1.758, 0.234, -0.890], [1.720, 0.309, 0.770], [-0.364, 2.101, 0.488], [-0.392, 1.678, -1.211], [-2.544, -0.860, -0.437], [-2.996, 0.558, 0.641], [-0.506, -1.054, 1.636], [0.500, 0.214, 1.881], [-0.464, -2.081, -1.025], [0.568, -0.564, -1.853], [1.539, 1.060, -0.104], [-2.134, 0.093, -0.029], [1.202, -1.100, 0.152]], "gap_ev": 8.7, "largest_force_ev_per_a": 6.903, "homo_energy_ev": -8.0, "e_tot_ha": -342.90035, "e_lumo_ev": 0.710}

=====

[4]
{"formula": "C4H10N2O", "method": "wB97M-V/def2-TZVPD", "elements": ["C", "N", "N", "C", "O", "H", "H", "H", "H", "H", "H", "C", "C", "H", "H", "H", "H"], "positions_angstrom": [[0.691, -0.153, -0.237], [1.643, -0.511, 0.798], [1.263, 0.415, -1.424], [-0.351, -1.115, -0.396], [-0.399, -2.190, 0.459], [0.259, -1.986, 1.151], [2.065, 0.307, 1.216], [2.387, -1.089, 0.420], [1.253, -0.162, -2.255], [0.891, 1.320, -1.683], [-0.734, -1.347, -1.384], [-2.075, 0.795, 0.544], [-1.151, 1.639, 0.770], [-1.043, 2.664, 1.069], [-3.150, 0.752, 0.537], [-1.551, -0.253, 0.056], [0.002, 0.915, 0.358]], "gap_ev": 8.9, "largest_force_ev_per_a": 1.674, "homo_energy_ev": -8.1, "e_tot_ha": -342.99830, "e_lumo_ev": 0.815}

=====

[5]
{"formula": "C4H10N2O", "method": "wB97M-V/def2-TZVPD", "elements": ["N", "C", "C", "N", "C", "C", "O", "H", "H", "H", "H", "H", "H", "H", "H", "H", "H"], "positions_angstrom": [[1.041, 2.312, 0.351], [0.858, 1.115, -0.438], [-0.157, 0.094, 0.091], [0.272, -0.483, 1.366], [-0.263, -1.042, -0.968], [-1.188, -2.098, -0.461], [-0.978, -3.271, -0.354], [0.439, 3.077, 0.065], [0.774, 2.187, 1.321], [0.629, 1.286, -1.490], [1.815, 0.569, -0.458], [-1.097, 0.652, 0.246], [0.473, 0.294, 1.995], [-0.514, -0.811, 1.927], [-0.563, -0.574, -1.902], [0.726, -1.510, -0.957], [-2.267, -1.796, -0.335]], "gap_ev": 10.3, "smiles": "NC[C@H](N)CC=O", "largest_force_ev_per_a": 2.507, "homo_energy_ev": -9.5, "e_tot_ha": -343.12642, "e_lumo_ev": 0.757}

=====

[6]
{"formula": "C4H10N2O", "method": "wB97M-V/def2-TZVPD", "elements": ["C", "C", "N", "C", "N", "H", "H", "H", "H", "H", "H", "C", "O", "H", "H", "H", "H"], "positions_angstrom": [[-1.986, -1.862, 0.071], [-0.974, -0.783, 0.342], [0.342, -1.225, 0.615], [-1.299, 0.481, 0.317], [-1.487, 1.665, 0.040], [-2.933, -1.430, -0.242], [-1.614, -2.516, -0.716], [-2.151, -2.463, 0.966], [0.370, -1.932, 1.341], [0.967, -0.457, 0.832], [-1.879, 2.269, 0.760], [2.395, 1.273, -0.920], [1.655, 1.529, 0.252], [1.904, 0.518, -1.542], [2.541, 2.185, -1.507], [3.366, 0.896, -0.602], [0.781, 1.852, -0.007]], "gap_ev": 8.7, "smiles": "CC(N)=C=N.CO", "largest_force_ev_per_a": 0.681, "homo_energy_ev": -7.8, "e_tot_ha": -343.09635, "e_lumo_ev": 0.931}

=====

[7]
{"formula": "C4H10N2O", "method": "wB97M-V/def2-TZVPD", "elements": ["C", "N", "C", "C", "O", "C", "N", "H", "H", "H", "H", "H", "H", "H", "H", "H", "H"], "positions_angstrom": [[1.803, -0.150, -1.108], [0.317, -0.081, -0.805], [-0.547, 0.527, -1.737], [0.167, 0.326, 0.615], [1.012, 0.985, 1.117], [-1.147, -0.255, 1.188], [-0.937, -0.984, 2.474], [1.895, -0.201, -2.269], [2.100, -0.966, -0.588], [2.438, 0.695, -0.842], [-0.177, 1.515, -2.149], [-0.503, -0.083, -2.627], [-1.541, 0.539, -1.334], [-1.646, -1.057, 0.529], [-1.729, 0.645, 1.443], [0.019, -0.844, 2.816], [-1.523, -0.612, 3.278]], "gap_ev": 9.8, "smiles": "CN(C)C(=O)CN", "largest_force_ev_per_a": 5.209, "homo_energy_ev": -8.9, "e_tot_ha": -343.10351, "e_lumo_ev": 0.912}

=====

[8]
{"formula": "C4H10N2O", "method": "wB97M-V/def2-TZVPD", "elements": ["N", "N", "C", "O", "H", "H", "H", "H", "C", "C", "C", "H", "H", "H", "H", "H", "H"], "positions_angstrom": [[0.919, 2.367, -1.020], [-0.083, 1.451, -0.622], [-0.141, 1.080, 0.856], [-1.193, 1.143, 1.465], [0.998, 2.358, -2.033], [0.671, 3.314, -0.741], [-1.027, 1.629, -0.969], [0.875, 1.173, 1.266], [1.248, -1.710, 0.401], [0.088, -1.106, 0.126], [-1.237, -1.802, 0.203], [2.198, -1.191, 0.309], [1.304, -2.741, 0.748], [0.151, -0.043, -0.649], [-1.149, -2.849, 0.511], [-1.881, -1.285, 0.919], [-1.741, -1.786, -0.768]], "gap_ev": 9.3, "smiles": "NNC=O.C=CC", "largest_force_ev_per_a": 4.110, "homo_energy_ev": -8.7, "e_tot_ha": -343.01354, "e_lumo_ev": 0.629}